Record 1
Below is C3H9NOS in the gas phase at a distorted geometry, with properties calculated with the ωB97M-V functional and the def2-TZVPD basis.

* DFT total energy: -17629.329 eV
* max |F|: 1.7 eV/A
* net charge: 0

Cartesian coordinates (Å):
C -0.32 0.20 -0.37
H 0.95 -0.09 -2.12
N -0.61 1.51 -0.86
C 0.95 -0.33 -1.04
H -1.16 -0.51 -0.57
H 0.51 1.06 1.40
H -0.78 1.49 -1.87
H -1.48 1.84 -0.46
H -0.62 -1.04 2.51
H 0.88 -2.23 0.35
H -1.17 0.69 1.51
H 1.82 0.17 -0.57
C -0.21 0.29 1.14
S 1.15 -2.13 -0.94
O 0.08 -0.92 1.88

***

Record 2
Below is 2 unconnected molecules or ions with the total composition C3H9NOSi at a distorted geometry, with properties calculated with the ωB97M-V functional and the def2-TZVPD basis.

* DFT total energy: -14667.461 eV
* max |F|: 4.0 eV/A
* net charge: 0

Cartesian coordinates (Å):
H -0.46 -3.44 -0.84
H 2.38 1.78 0.64
H -2.29 1.82 0.21
H -1.81 0.01 1.81
H 1.65 -1.03 -0.41
C 2.24 -0.19 -0.02
Si -1.45 -0.33 0.50
N -0.77 -1.57 -0.41
H 0.72 1.02 0.85
O -0.39 -2.82 -0.07
C -1.74 1.18 -0.44
H 3.36 -0.07 -0.17
C 1.74 0.91 0.51
H -0.79 1.63 -0.69
H -2.38 1.10 -1.46